39
Properties=species:S:1:pos:R:3 method="wB97M-V/def2-TZVPD" spin_multiplicity=1 largest_force_ha_per_bohr=0.0933 charge=-3 e_above_lowest_ev=4.535 mol_weight_da=186.4 orbital_gap_ev=5.19
Ca 2.159 -2.970 -5.430
B 3.806 -4.373 -6.805
H 3.128 -5.122 -7.183
H 3.356 -3.439 -7.105
H 3.638 -4.425 -5.740
H 4.817 -4.436 -7.178
B 1.135 -2.201 -7.462
H 0.531 -1.768 -8.244
H 2.044 -1.626 -7.382
H 0.622 -2.165 -6.513
H 1.317 -3.231 -7.727
B 0.492 -4.634 -5.128
H 0.705 -4.807 -6.171
H 0.191 -3.600 -5.057
H -0.250 -5.277 -4.682
H 1.408 -4.777 -4.576
B 4.011 -1.445 -4.878
H 3.786 -1.017 -5.842
H 4.144 -2.510 -4.994
H 4.927 -0.988 -4.539
H 3.182 -1.234 -4.220
B 3.813 -4.060 -3.017
H 3.451 -5.016 -2.672
H 3.044 -3.513 -3.540
H 4.132 -3.554 -2.118
H 4.674 -4.259 -3.635
C -0.661 0.448 -3.940
C -0.690 -0.442 -2.682
C 0.083 -1.698 -3.084
O 0.842 -1.398 -4.267
C 0.622 0.033 -4.592
H -0.733 1.530 -3.827
H -1.490 0.003 -4.490
H -1.733 -0.584 -2.399
H -0.069 0.035 -1.923
H -0.680 -2.425 -3.360
H 0.842 -1.966 -2.349
H 0.698 0.221 -5.663
H 1.463 0.614 -4.215